{"formula": "C16H49N3O7", "method": "wB97M-V/def2-TZVPD", "symbols": ["O", "O", "O", "O", "O", "O", "O", "N", "N", "N", "C", "C", "C", "C", "C", "C", "C", "C", "C", "C", "C", "C", "C", "C", "C", "C", "H", "H", "H", "H", "H", "H", "H", "H", "H", "H", "H", "H", "H", "H", "H", "H", "H", "H", "H", "H", "H", "H", "H", "H", "H", "H", "H", "H", "H", "H", "H", "H", "H", "H", "H", "H", "H", "H", "H", "H", "H", "H", "H", "H", "H", "H", "H", "H", "H"], "xyz": [[0.972059, 1.797583, 2.909195], [-3.136351, 0.179513, -2.282665], [1.030459, 0.794353, -2.838795], [3.081919, -0.771207, 5.834675], [1.481539, -0.530137, 1.439805], [2.489759, -2.557067, -0.109605], [-3.195191, -0.790887, 3.213505], [2.811529, 2.913173, 0.728935], [-4.795201, 0.614583, -4.695485], [2.491699, -1.897767, -2.956225], [-2.392891, 0.319583, -5.093755], [0.313469, -2.888577, -3.173115], [0.465509, 1.807993, -2.026675], [-0.134651, 1.766413, 3.802975], [-3.585441, -0.891287, -3.145195], [-2.974641, -0.301827, -0.968895], [-4.432531, -0.425967, 2.572635], [3.038139, 2.861693, 2.168575], [2.247479, -3.653657, 0.748695], [0.532899, -0.475547, -2.469735], [1.720599, 3.031503, 2.977005], [-3.688281, -0.334197, -4.607915], [1.123089, -1.568087, -3.332585], [0.122329, -0.969517, 1.562265], [4.091009, 4.025423, 2.359835], [2.604509, -1.097467, 4.545825], [1.245299, -4.022797, 0.530815], [2.066139, 2.290243, 0.452425], [-5.074851, -1.241077, 2.239305], [1.118959, 3.861163, 2.605785], [-0.619841, 1.868823, -1.946685], [-0.540811, -0.359797, -2.617505], [3.585139, 4.984513, 2.248675], [-4.598171, -1.201797, -2.888185], [2.315349, 3.791973, 0.688725], [4.420389, 4.084413, 3.397205], [-5.669711, 0.272673, -4.323415], [-0.126981, -1.818737, 0.926045], [-3.927551, -0.628617, -0.552645], [2.109729, -1.790887, 0.326465], [-2.562801, 0.804463, -6.055065], [-4.196271, 0.262933, 1.761655], [2.282529, -3.555607, 1.833715], [-4.582371, 1.422733, -4.128305], [0.721989, 1.877523, -0.969565], [-0.654221, -2.803647, -3.667565], [-0.482361, -0.147517, 1.179155], [-4.982821, 0.146263, 3.319515], [3.473929, -1.063127, 3.889285], [0.727409, 2.801163, -2.391525], [2.961139, -1.003877, -2.982485], [4.031899, -0.635297, 5.809005], [-3.805411, -1.186017, -5.277835], [2.524079, -2.130507, -1.973945], [-0.174801, -1.237677, 2.576125], [-2.223511, -1.084877, -0.865275], [-1.977321, 0.975373, -4.328675], [0.138149, -3.050417, -2.109555], [-1.662761, -0.468707, -5.277085], [2.010399, 3.218633, 4.010975], [-0.843341, 2.585173, 3.678545], [-2.616351, 0.381093, -0.198605], [1.506249, 0.194143, 2.069405], [0.273029, 1.873243, 4.808205], [-0.710431, 0.845073, 3.715095], [2.948399, -4.459247, 0.529995], [1.889329, -0.355147, 4.191445], [-2.866701, -1.573307, 2.764605], [4.954969, 4.034693, 1.695305], [0.993359, -1.180757, -4.343155], [2.129609, -2.069727, 4.414435], [0.819339, -0.813087, -1.473685], [0.790869, -3.794257, -3.547175], [-2.934751, -1.757597, -3.264435], [3.513639, 1.899193, 2.357205]], "atomic_forces_ev_per_a": [[-0.086, 0.527, -0.416], [0.231, -1.054, -0.022], [0.185, 0.698, 1.075], [-0.520, -0.219, 0.691], [-0.731, -1.141, 0.131], [0.383, -0.305, 0.811], [-0.556, -0.415, -0.335], [-0.914, 0.299, -0.130], [0.016, 0.273, -0.584], [0.207, 1.144, -0.915], [-0.052, -0.495, 0.308], [-0.397, 0.849, 0.044], [-0.174, 1.295, 0.062], [0.291, 0.325, 0.566], [0.157, 1.178, -1.830], [-0.088, -0.349, 0.918], [0.481, 0.908, 0.632], [0.930, 0.760, -0.771], [-0.486, -1.130, -0.572], [-0.456, -0.333, -0.310], [1.205, -1.070, 0.205], [0.015, 0.408, 1.125], [-0.767, -1.404, -0.042], [-0.299, 0.567, -0.660], [-1.198, -0.189, 1.467], [0.845, 0.523, -0.836], [-0.190, -0.358, 0.035], [0.051, -0.757, 0.014], [0.330, -0.225, -0.001], [-0.038, 0.112, -0.113], [-0.485, -0.796, -0.707], [-0.417, -0.657, 0.371], [-0.205, 0.111, -0.399], [0.015, -0.195, 0.432], [0.100, 0.687, -0.919], [0.308, -0.283, 0.096], [-0.011, -0.422, -0.039], [0.609, -0.146, -0.134], [-0.206, -0.446, -0.152], [0.193, 0.626, 0.166], [-0.014, 0.257, 0.221], [-0.258, -0.131, -0.280], [0.276, 0.992, 0.072], [0.220, 0.194, 0.008], [0.788, -0.908, 0.192], [-0.164, -0.006, 0.054], [-0.489, 0.014, 0.292], [-0.103, -0.057, -0.046], [-0.275, -0.133, -0.540], [0.391, -0.210, -0.502], [0.707, 0.162, -0.187], [-0.156, -0.106, -0.108], [-0.714, -0.104, 0.074], [-0.197, -0.459, 0.215], [0.185, 0.139, 0.180], [-0.098, -0.561, -0.525], [-0.042, 0.291, -0.268], [-0.094, -0.082, 0.187], [0.179, -0.034, 0.086], [-0.255, 0.081, 0.326], [0.080, 0.260, -0.429], [0.016, 1.119, -0.732], [0.470, 0.680, 0.131], [-0.185, -0.229, 0.312], [0.368, -0.094, -0.179], [0.051, 0.105, -0.269], [-0.012, 0.172, 0.168], [0.145, -0.063, 0.034], [-0.319, -0.548, -0.057], [0.702, -0.347, -0.400], [0.119, -0.230, 0.636], [-0.316, 0.674, 0.685], [0.371, 0.379, -0.162], [0.464, -0.069, 1.003], [-0.120, -0.051, 0.542]], "lowdin_charge": [-0.246, -0.186, -0.139, -0.109, -0.139, -0.136, -0.131, 0.035, 0.031, 0.054, -0.056, -0.047, -0.111, -0.085, -0.177, -0.139, -0.141, -0.397, -0.152, -0.219, -0.154, -0.419, -0.420, -0.132, -0.056, -0.160, 0.070, 0.034, 0.082, 0.129, 0.078, 0.104, 0.069, 0.116, 0.065, 0.066, 0.063, 0.076, 0.079, 0.017, 0.081, 0.058, 0.073, 0.069, 0.057, 0.054, 0.076, 0.078, 0.086, 0.091, 0.069, 0.074, 0.130, 0.026, 0.080, 0.078, 0.069, 0.064, 0.071, 0.124, 0.091, 0.074, 0.029, 0.092, 0.076, 0.081, 0.051, 0.062, 0.078, 0.134, 0.077, 0.114, 0.077, 0.110, 0.133], "multiplicity": 1, "relative_energy_ev": 2.916, "lumo_ev": 0.34, "e_tot_ha": -1329.772156, "charge": 0, "largest_force_ha_per_bohr": 0.042, "homo_lumo_gap_ha": 0.3349, "smiles": "COC[C@H](C)N.COC[C@H](C)N.COC[C@H](C)N.CO.CO.CO.CO"}